# 1
15
Properties=species:S:1:pos:R:3:forces:R:3:mulliken_charge:R:1 method="wB97M-V/def2-TZVPD" homo_ev=-9.177 e_tot_ha=-702.000013 smiles="NC(=O)[C@H](N)CS"
N -1.17945 1.18231 1.02922 0.211 2.342 1.745 -0.671
C -0.07179 0.47807 0.30171 1.086 2.496 -0.742 0.065
C -0.54719 -0.76428 -0.38749 -2.152 -0.160 -1.539 -0.728
S -1.30004 -0.28946 -2.19709 1.013 -0.733 2.126 -0.207
C 1.39715 0.15850 0.98641 -3.934 -1.750 0.305 0.285
N 1.14461 -0.43968 2.19069 -0.692 -0.907 1.070 -0.430
O 2.44368 0.18946 0.38732 -0.576 0.670 0.586 -0.547
H -0.79644 1.98406 1.69059 -0.903 -2.277 -1.976 0.253
H -1.83468 -1.51342 -2.26711 -0.168 0.042 -0.304 0.138
H -1.99193 1.65670 0.47223 2.520 -1.531 0.712 0.272
H 0.40349 1.15911 -0.41955 -0.700 -0.139 -0.652 0.279
H 0.28430 -1.42371 -0.49462 0.444 -0.572 -0.644 0.431
H -1.42797 -1.34832 0.03601 1.298 1.158 0.050 0.346
H 0.25722 -0.94120 2.51662 1.440 1.795 -1.350 0.277
H 1.93207 -0.88979 2.57760 1.112 -0.434 0.612 0.237

# 2
15
Properties=species:S:1:pos:R:3:forces:R:3:mulliken_charge:R:1 method="wB97M-V/def2-TZVPD" homo_ev=-9.565 e_tot_ha=-702.060461 smiles="NC(=O)NCCS"
C -0.48438 0.14208 -0.41103 0.896 0.701 0.371 -0.301
C -1.02565 0.41614 0.97702 -0.915 -1.316 0.508 -0.994
S -1.98203 1.92683 1.28040 0.394 0.090 -0.243 -0.213
N 0.26058 -1.10940 -0.34129 -0.668 1.006 -0.348 -0.139
C 1.46742 -1.34469 -0.93846 0.256 0.207 0.331 0.506
N 1.89679 -0.44049 -1.91022 -0.172 0.719 0.369 -0.488
O 2.13958 -2.29543 -0.62932 0.454 -0.871 0.114 -0.616
H 0.19341 0.99689 -0.51991 0.067 -0.136 -0.612 0.215
H -1.18647 0.13776 -1.23555 -0.409 0.107 0.056 0.291
H -1.67076 -0.40017 1.30415 -0.169 -0.206 -0.239 0.413
H -0.18495 0.32170 1.65455 0.231 0.538 0.124 0.415
H -1.35141 2.16117 2.43199 -0.093 0.257 0.091 0.136
H 0.04738 -1.64055 0.48154 0.338 -0.565 -0.066 0.242
H 2.90435 -0.41609 -1.93342 0.166 -0.533 -0.217 0.269
H 1.60800 0.51064 -1.72812 -0.376 0.002 -0.240 0.262

# 3
16
Properties=species:S:1:pos:R:3:forces:R:3:mulliken_charge:R:1 method="wB97M-V/def2-TZVPD" homo_ev=-9.288 e_tot_ha=-1100.238958 smiles="NC(=O)[C@H](N)CSS"
S -3.31677 1.11738 -1.47344 -0.825 0.897 -1.024 -0.223
S -2.54847 0.79232 0.33101 1.204 -0.344 0.782 -0.053
C -0.74114 0.87002 -0.01676 2.190 1.079 -0.960 -0.751
C 0.15002 -0.42550 0.39352 -1.309 0.758 -0.463 0.177
C 1.63167 -0.18056 0.10106 2.173 0.031 1.264 0.292
N 2.59834 -0.50057 1.08886 -1.465 0.310 -0.733 -0.404
O 2.07207 0.32248 -0.90281 -0.846 0.255 -0.875 -0.581
N -0.21391 -1.68677 -0.25266 1.730 0.979 0.206 -0.593
H -3.53358 2.48561 -1.45304 0.259 -0.867 0.107 0.165
H -0.27604 1.81748 0.48857 -0.891 -1.721 -0.722 0.349
H -0.62260 1.06331 -1.15551 -0.226 -0.456 1.924 0.333
H 0.03346 -0.52091 1.46036 -0.016 -0.283 0.478 0.331
H 2.41702 -1.14158 1.83207 -0.197 -0.207 0.228 0.212
H 3.56261 -0.38070 0.80549 -0.348 -0.086 -0.075 0.245
H -1.09288 -2.04429 -0.00124 -1.291 -0.226 0.315 0.256
H -0.11981 -1.58773 -1.24547 -0.140 -0.118 -0.452 0.243

# 4
16
Properties=species:S:1:pos:R:3:forces:R:3:mulliken_charge:R:1 method="wB97M-V/def2-TZVPD" homo_ev=-9.254 e_tot_ha=-1100.255342 smiles="NC(=O)[C@H](N)CSS"
S 1.37843 2.67889 -0.90237 -0.082 0.548 -0.032 -0.225
S 1.43475 1.06246 0.31418 0.050 -0.118 0.324 -0.079
C 0.04927 0.10000 -0.30377 -0.536 -0.749 -0.258 -0.776
C -0.40514 -0.96704 0.71674 0.101 0.303 0.228 0.178
C -1.16945 -2.03744 -0.06786 0.904 0.220 -0.148 0.216
N -2.49667 -1.86633 -0.20405 -1.091 0.014 0.002 -0.361
O -0.54055 -2.89505 -0.65418 -0.198 -0.125 -0.073 -0.603
N -1.11966 -0.47542 1.87351 -0.413 -0.567 0.094 -0.628
H 2.24014 2.30845 -1.85620 0.084 -0.194 -0.103 0.156
H 0.33266 -0.44732 -1.19508 0.290 0.063 -0.291 0.470
H -0.78938 0.73911 -0.57516 0.019 0.214 0.157 0.387
H 0.48177 -1.49831 1.05236 0.083 -0.040 0.188 0.394
H -3.05062 -1.35540 0.46028 0.258 0.112 0.131 0.184
H -3.02130 -2.53916 -0.73931 0.242 -0.156 -0.041 0.253
H -0.56416 -0.01904 2.57616 0.129 0.150 -0.124 0.270
H -1.95375 0.05079 1.66698 0.160 0.327 -0.053 0.164

# 5
14
Properties=species:S:1:pos:R:3:forces:R:3:mulliken_charge:R:1 method="wB97M-V/def2-TZVPD" homo_ev=-8.739 e_tot_ha=-626.650816 smiles="CSC/C=N/N"
C -0.16892 1.18839 -2.82318 -0.649 1.488 -2.162 -0.782
C -0.10778 -0.44125 -0.43070 -0.362 2.586 1.718 -0.518
C 0.21600 -0.34531 1.12933 2.017 -2.079 2.089 -0.273
H -0.93983 2.03091 -2.61685 0.682 -1.955 0.011 0.283
H -0.65953 0.22205 -3.38493 1.405 2.409 1.754 0.262
H 0.44926 1.80753 -3.62061 -0.748 -1.759 1.460 0.276
H -1.19928 -0.08930 -0.61875 1.785 -0.485 0.777 0.273
H -0.07220 -1.44558 -0.78762 0.766 -0.562 -0.512 0.357
H 0.17012 0.63592 1.58603 -1.051 0.506 -0.052 0.405
H -0.22206 -0.28616 3.57704 3.365 -2.499 -0.517 0.256
H 0.19522 -1.86627 3.96516 0.951 -0.086 -1.925 0.283
N 0.76654 -1.25543 1.97660 -3.168 -0.102 -2.374 -0.219
N 0.65207 -1.11706 3.39128 -3.466 4.620 -0.045 -0.535
S 0.92040 0.96154 -1.34281 -1.527 -2.081 -0.223 -0.069

# 6
14
Properties=species:S:1:pos:R:3:forces:R:3:mulliken_charge:R:1 method="wB97M-V/def2-TZVPD" homo_ev=-9.080 e_tot_ha=-626.772153
C -2.28792 -0.33872 1.23361 -1.648 -0.115 -0.182 -0.948
C -1.28914 -1.23823 0.55683 -0.172 1.228 -1.776 -0.710
C 0.01351 -0.49052 0.34729 -3.015 -1.013 -1.045 0.713
H -3.23022 -0.90204 1.41156 0.291 0.543 -0.479 0.309
H -2.48124 0.62268 0.72450 -0.054 -0.606 -0.109 0.287
H -1.99968 -0.06714 2.21333 0.757 0.278 1.154 0.329
H -1.64746 -1.50480 -0.44137 -0.272 -0.359 0.161 0.264
H -1.14401 -2.11732 1.13760 0.330 -0.751 0.334 0.330
H 0.51527 -0.82810 2.15976 0.183 0.123 -1.132 0.245
H -0.66844 0.32547 -1.38825 -0.735 -0.086 -0.547 0.279
H 0.94736 2.26235 -0.96794 0.422 -0.432 0.052 0.117
N 0.81097 -0.39728 1.26341 3.140 0.782 3.116 -0.678
N 0.16249 0.07932 -0.91322 1.337 -0.125 0.573 -0.396
S 1.51722 1.05246 -1.25793 -0.564 0.533 -0.118 -0.139

# 7
14
Properties=species:S:1:pos:R:3:forces:R:3:mulliken_charge:R:1 method="wB97M-V/def2-TZVPD" homo_ev=-8.859 e_tot_ha=-626.751822 smiles="C/C(CS)=N/N"
C -1.72659 -0.51628 -0.83094 0.859 -0.019 0.315 -1.050
C -0.33817 -0.19042 -0.23043 0.297 -0.716 -0.887 0.884
C -0.22415 0.49674 1.10374 0.123 -0.347 1.687 -0.945
H -2.12542 0.40186 -1.27042 -0.361 -0.105 0.242 0.243
H -2.39475 -0.94649 -0.05636 0.261 0.492 -0.432 0.313
H -1.62705 -1.25540 -1.64522 0.136 0.388 0.437 0.322
H -1.21660 0.59154 1.64969 1.226 -0.198 -0.824 0.288
H 0.49599 -0.04645 1.84000 -1.257 0.761 -1.248 0.343
H 1.63021 1.79764 0.61043 0.753 -0.011 -0.321 0.150
H 2.44685 -1.12379 -1.02336 0.649 -0.181 -0.069 0.305
H 2.02272 -0.50747 0.44750 0.504 -0.088 0.843 0.152
N 0.67543 -0.52321 -0.95233 -2.257 -0.402 -0.224 -0.321
N 1.96024 -0.39466 -0.54362 -0.117 0.593 0.093 -0.524
S 0.42130 2.21639 0.90131 -0.817 -0.168 0.389 -0.160

# 8
14
Properties=species:S:1:pos:R:3:forces:R:3:mulliken_charge:R:1 method="wB97M-V/def2-TZVPD" homo_ev=-8.665 e_tot_ha=-626.645063
C -1.77017 1.26889 -0.73145 -3.553 -0.651 -0.146 -1.130
C -0.82154 0.58124 0.12536 3.096 -3.452 1.633 0.574
C 0.74300 0.85109 -0.09753 -2.344 4.297 2.319 -0.558
H -1.84529 0.70768 -1.71129 0.852 1.345 0.488 0.241
H -1.73327 2.38018 -0.70547 0.418 -0.879 -0.640 0.336
H -2.82390 1.00475 -0.38694 1.138 0.442 0.099 0.354
H 0.79152 1.95163 -0.52948 0.226 -2.582 -0.284 0.307
H 1.01178 1.27186 1.02133 0.392 -1.988 -2.226 0.289
H 0.98173 -1.29729 0.16413 0.958 0.385 -1.446 0.323
H -0.68357 -1.96124 2.09075 1.818 2.298 -1.686 0.324
H 0.01911 -0.30044 2.56645 0.230 -3.589 -3.585 0.326
N -1.17156 -0.42829 0.91238 -0.481 2.225 -2.322 -0.466
N -0.10573 -1.16461 1.53053 -2.093 1.975 5.835 -0.628
S 1.51970 -0.55089 -0.96176 -0.656 0.173 1.960 -0.292

# 9
14
Properties=species:S:1:pos:R:3:forces:R:3:mulliken_spin:R:1 method="wB97M-V/def2-TZVPD" multiplicity=3 homo_ev="-5.617 / -8.206" e_tot_ha=-626.574422
C 1.26449 -0.26827 -0.25454 0.803 -2.677 0.168 -0.022
C 0.78729 0.41114 -1.26475 0.734 -2.937 -2.581 0.005
C -1.70981 0.84208 1.36208 7.396 2.623 -0.324 0.744
N 1.22442 0.06324 1.04684 -0.441 2.933 1.550 0.018
N -2.92490 0.44103 1.34962 -8.968 -2.569 -2.135 0.545
S -3.64596 0.24026 -0.12791 2.795 0.528 1.290 0.563
H 1.65399 -1.27432 -0.39759 0.025 0.032 -0.188 -0.003
H 0.73462 -0.03359 -2.28652 0.158 0.674 1.090 0.002
H 0.43471 1.31613 -1.04737 -1.553 3.810 0.187 0.008
H -1.09547 1.13729 0.46834 -0.924 -0.102 0.952 0.087
H -1.31987 0.91646 2.36130 0.743 -0.032 0.027 0.036
H 1.74217 -0.44755 1.76226 -0.322 0.632 -0.629 0.001
H 0.94247 1.08830 1.20275 0.877 -2.469 0.329 0.002
H -2.42471 0.33292 -0.87688 -1.323 -0.445 0.263 0.013

# 10
16
Properties=species:S:1:pos:R:3:forces:R:3:mulliken_charge:R:1 method="wB97M-V/def2-TZVPD" homo_ev=-7.480 e_tot_ha=-1423.033764
C -0.08724 0.63140 1.86480 0.228 -0.210 0.385 -0.137
C 0.33778 -0.07130 -1.08586 3.178 1.273 1.046 -0.193
C -1.40102 -1.43641 -2.28216 3.101 2.455 0.095 -0.789
N 0.34501 1.46152 0.69360 -0.098 -0.304 -1.389 -0.457
N 1.09643 0.83713 -0.33690 -1.282 -1.844 -0.300 -0.093
S -0.71246 -1.02340 1.50691 0.830 1.279 -0.891 -0.337
S 1.54922 0.69847 2.93312 0.076 1.036 -3.102 -0.285
S -1.09190 0.40194 -1.88620 -0.476 -1.495 0.388 0.051
H -0.90042 1.27867 2.29185 1.058 -0.712 0.021 0.331
H 0.93318 -0.90093 -1.61726 -0.858 1.285 1.289 0.317
H -2.37539 -1.66528 -2.20102 -3.446 -0.636 0.371 0.373
H -0.81362 -1.89314 -1.49137 -0.284 -0.601 -0.383 0.218
H -1.05044 -1.52869 -3.29025 0.306 -0.601 -0.358 0.317
H 0.85125 2.27555 0.99251 0.112 0.321 0.157 0.277
H 2.10408 0.61651 -0.16907 -1.333 -0.186 0.106 0.302
H 1.21556 0.31795 4.07730 -1.112 -1.060 2.563 0.105

# 11
14
Properties=species:S:1:pos:R:3:forces:R:3:mulliken_charge:R:1 method="wB97M-V/def2-TZVPD" homo_ev=-12.301 e_tot_ha=-282.946848 charge=+1
C 2.51724 -1.30522 2.01772 0.945 -1.998 -3.487 -0.216
C -2.05114 0.68434 -0.33251 -0.587 1.204 -1.709 -0.290
C 0.49149 -0.26799 -0.65022 -1.071 -1.944 2.756 -0.543
N 1.79568 -0.60518 1.21482 0.460 -0.388 3.238 -0.090
N 1.55388 -0.21797 0.05931 0.715 0.392 -1.815 -0.193
N -1.97502 1.45361 -1.36994 -0.849 -2.726 -1.858 -0.180
H 3.22286 -2.23832 1.62215 -1.957 2.399 0.859 0.216
H 2.53759 -1.13480 3.07968 -0.275 0.399 0.118 0.268
H -2.57872 -0.30764 -0.37013 0.794 1.232 0.134 0.399
H 0.32805 0.09276 -1.60316 0.817 1.180 -1.801 0.400
H -0.39822 -0.83948 -0.29766 0.510 -0.196 0.127 0.284
H -1.72747 1.26842 0.47628 0.326 -0.443 2.047 0.377
H -2.18519 1.09894 -2.29765 -0.590 -0.511 0.067 0.303
H -1.53103 2.31853 -1.54868 0.763 1.400 1.323 0.265

# 12
14
Properties=species:S:1:pos:R:3:forces:R:3:mulliken_charge:R:1 method="wB97M-V/def2-TZVPD" homo_ev=-13.775 e_tot_ha=-283.035373 charge=+1
C -1.71407 -0.80426 0.27328 -1.076 1.453 5.376 -0.271
C 3.27572 0.23153 -0.01634 0.509 -1.764 0.596 -0.254
C -2.01834 1.00953 -0.43381 0.003 -3.160 2.662 0.020
N -2.88343 0.02143 0.00359 0.803 2.279 -2.185 -0.209
N 2.05458 -0.10914 0.01322 -0.063 1.026 0.295 -0.461
N -0.93145 0.37200 -0.00554 -1.457 1.298 -0.652 -0.045
H -1.73426 -1.14534 1.37945 0.419 0.301 -1.936 0.266
H -1.41895 -1.47281 -0.40930 0.239 -3.191 -2.443 0.357
H 4.19374 -0.41591 -0.11950 -1.231 0.133 -0.011 0.220
H 3.52044 1.21324 0.27266 0.142 1.567 -0.375 0.247
H -2.01090 1.96946 -0.84443 -0.820 1.329 -0.757 0.406
H -3.89411 -0.04436 -0.00955 0.314 -0.281 0.032 0.217
H 1.86381 -1.08948 0.02469 0.461 -1.024 -0.652 0.178
H 0.00265 0.47790 -0.31599 1.756 0.034 0.050 0.330